DFT (ωB97M-V/def2-TZVPD) results for the molecule C4H8O2 at a distorted geometry.

## Properties
**Total charge**: 0
**SMILES**: C[C@H]1O[C@H]1CO
**Energy above the lowest of the compared OMol25 structures with the same formula, charge and spin**: 57.17 kcal per mole
**Frontier orbital gap**: 11.299 eV
**Largest force on an atom**: 1.292 eV/A
**Highest occupied orbital energy**: -10.36 eV

Bonds (Å) are listed after each position.
Cartesian coordinates (Å):
1 C 1.7880 0.4175 -0.0806  C2 1.503, H7 1.094, H8 1.094, H9 1.092
2 C 0.8951 -0.6391 0.5081  C1 1.503, O3 1.405, C4 1.455, H10 1.087
3 O 0.1361 -0.2709 1.6316  C2 1.405, C4 1.471
4 C -0.5519 -0.5795 0.3689  C2 1.455, O3 1.471, C5 1.503, H11 1.095
5 C -1.2446 0.3313 -0.6061  C4 1.503, O6 1.411, H12 1.116, H13 1.096
6 O -2.5561 0.7404 -0.2835  C5 1.411, H14 0.963
7 H 1.3311 1.4111 -0.0477  C1 1.094
8 H 2.0120 0.1551 -1.1186  C1 1.094
9 H 2.7257 0.4606 0.4779  C1 1.092
10 H 1.3370 -1.6324 0.5353  C2 1.087
11 H -1.1496 -1.4930 0.4523  C4 1.095
12 H -1.1711 -0.4586 -1.3914  C5 1.116
13 H -0.7284 1.2154 -0.9977  C5 1.096
14 H -2.8234 0.3421 0.5516  O6 0.963